(1)
# C3H11NO3Si

A 2-piece molecular cluster, C3H11NO3Si overall at a distorted geometry (ωB97M-V with the def2-TZVPD basis set, OMol25).

Each line ends with the natural charge from an NBO analysis.
CARTESIAN COORDINATES (ANGSTROEM)
O: 3.489 0.546 -1.951  -1.20
Si: 3.256 0.000 -0.551  2.36
O: 2.755 0.785 0.714  -1.11
O: 3.406 -1.538 -0.166  -1.10
H: 2.666 0.351 1.566  0.53
H: 3.524 -2.099 -0.962  0.52
C: -0.901 -0.839 -0.185  -0.61
C: -1.338 0.319 0.701  -0.03
C: -2.072 1.415 -0.039  -0.62
N: -0.247 0.838 1.544  -0.88
H: -0.835 -1.764 0.402  0.22
H: -1.597 -0.847 -0.943  0.21
H: 0.001 -0.434 -0.664  0.19
H: -2.118 -0.074 1.391  0.17
H: -2.898 0.912 -0.533  0.20
H: -1.398 1.929 -0.670  0.20
H: -2.493 2.222 0.565  0.21
H: -0.670 1.473 2.313  0.36
H: 0.501 1.414 1.060  0.37

SMILES   O=[Si](O)O.CC(C)N
Charge   0
Energy relative to the best compared isomer or geometry (same formula, charge and spin)   180.4 kJ/mol
Frontier orbital gap   9.27 eV
HOMO energy   -9.27 eV
E_LUMO   0.0 eV


(2)
# C3H11NO4

A 3-piece molecular cluster, C3H11NO4 overall at a distorted geometry (ωB97M-V with the def2-TZVPD basis set, OMol25).

Each line ends with the natural charge from an NBO analysis.
CARTESIAN COORDINATES (ANGSTROEM)
O: 0.395 -0.111 -2.461  -0.54
C: -0.529 -0.349 -1.719  0.43
C: -0.339 -1.118 -0.446  -0.34
N: -0.996 -0.357 0.607  -0.65
C: -0.695 -0.779 1.948  0.10
O: 0.684 -0.849 2.218  -0.75
H: -1.460 0.123 -2.027  0.14
H: 0.705 -1.420 -0.344  0.21
H: -0.895 -2.063 -0.533  0.21
H: -0.943 0.645 0.472  0.38
H: -1.210 -0.194 2.711  0.17
H: -1.148 -1.775 2.057  0.14
H: 1.201 -0.630 1.435  0.49
O: 2.822 0.060 0.149  -0.95
H: 2.411 0.424 -0.645  0.49
H: 2.970 0.779 0.761  0.48
O: -1.648 2.615 -0.626  -0.96
H: -1.129 3.403 -0.505  0.48
H: -2.485 2.622 -0.164  0.49

SMILES   O=CCNCO.O.O
Charge   0
Energy relative to the best compared isomer or geometry (same formula, charge and spin)   249.4 kJ/mol
Frontier orbital gap   9.73 eV
HOMO energy   -9.37 eV
E_LUMO   0.4 eV


(3)
# C3H11NO4

A 3-piece molecular cluster, C3H11NO4 overall at a distorted geometry (ωB97M-V with the def2-TZVPD basis set, OMol25).

Each line ends with the natural charge from an NBO analysis.
CARTESIAN COORDINATES (ANGSTROEM)
N: 1.952 0.760 -0.048  -0.84
C: 2.160 -0.738 0.033  -0.21
C: 1.382 -1.386 -1.137  -0.51
C: -0.212 -1.041 -1.283  0.81
O: -0.791 -0.172 -0.717  -0.57
O: -0.721 -2.298 -1.610  -0.72
H: 1.031 0.907 0.370  0.38
H: 2.049 1.168 -0.903  0.35
H: 3.140 -0.892 0.011  0.19
H: 1.779 -1.125 1.018  0.19
H: 1.381 -2.480 -1.213  0.23
H: 1.843 -1.012 -2.135  0.21
H: -1.657 -2.427 -1.356  0.49
O: -2.069 1.098 2.564  -0.94
H: -2.024 1.295 3.438  0.48
H: -2.324 0.102 2.471  0.49
O: -0.920 2.973 1.126  -0.97
H: -1.233 2.125 1.530  0.49
H: -1.610 3.204 0.526  0.46

SMILES   NCCC(=O)O.O.O
Charge   0
Energy relative to the best compared isomer or geometry (same formula, charge and spin)   271.3 kJ/mol
Frontier orbital gap   9.07 eV
HOMO energy   -8.82 eV
E_LUMO   0.3 eV


(4)
# C3H11NOS

A 3-piece molecular cluster, C3H11NOS overall (ωB97M-V with the def2-TZVPD basis set, OMol25).

Each line ends with the natural charge from an NBO analysis.
CARTESIAN COORDINATES (ANGSTROEM)
C: -1.988 1.642 -0.505  -0.06
O: -3.148 0.799 -0.474  -0.74
C: -0.821 0.854 0.065  -0.25
N: 0.432 1.553 -0.153  -0.86
H: -2.179 2.564 0.057  0.13
H: -1.748 1.908 -1.538  0.16
H: -3.936 1.347 -0.507  0.45
H: -1.028 0.576 1.105  0.17
H: -0.796 -0.082 -0.498  0.22
H: 1.204 0.889 -0.060  0.41
H: 0.567 2.244 0.577  0.33
H: 1.334 -1.014 -0.949  -0.31
C: 2.445 -2.778 0.540  -0.74
S: 2.060 -1.047 0.932  -0.47
H: 2.757 -2.908 -0.498  0.19
H: 3.264 -3.127 1.175  0.18
H: 1.580 -3.418 0.730  0.18

Charge   -1
Energy relative to the best compared isomer or geometry (same formula, charge and spin)   102.4 kJ/mol
Frontier orbital gap (spin up / spin down)   4.49 / 6.41 eV
HOMO energy (spin up / spin down)   -1.17 / -3.10 eV
2S+1   2
Expectation value of S²   0.7557
E_LUMO (spin up / spin down)   3.3 / 3.3 eV


(5)
# C3H11NOS

A 2-piece molecular cluster, C3H11NOS overall (ωB97M-V with the def2-TZVPD basis set, OMol25).

Each line ends with the natural charge from an NBO analysis.
CARTESIAN COORDINATES (ANGSTROEM)
C: 1.128 1.269 1.902  -0.61
C: 0.313 0.687 0.725  -0.05
N: 1.132 -0.130 -0.138  -0.89
C: -0.830 -0.136 1.321  -0.51
S: -1.609 -1.382 0.233  -0.04
H: 0.505 1.875 2.560  0.20
H: 1.888 1.912 1.467  0.21
H: 1.562 0.496 2.544  0.21
H: -0.057 1.533 0.139  0.17
H: 1.990 0.256 -0.485  0.38
H: 0.961 -1.112 -0.251  0.39
H: -0.410 -0.695 2.147  0.21
H: -1.614 0.523 1.661  0.22
H: -2.538 -0.568 -0.280  0.12
O: -0.785 -1.533 -4.132  -0.93
H: -1.180 -0.823 -4.646  0.47
H: -0.456 -2.171 -4.768  0.47

SMILES   C[C@@H](N)CS.O
Charge   0
Energy relative to the best compared isomer or geometry (same formula, charge and spin)   56.5 kJ/mol
Frontier orbital gap   9.22 eV
HOMO energy   -8.37 eV
E_LUMO   0.9 eV


(6)
# C3H11NOS

A 2-piece molecular cluster, C3H11NOS overall at a distorted geometry (ωB97M-V with the def2-TZVPD basis set, OMol25).

Each line ends with the natural charge from an NBO analysis.
CARTESIAN COORDINATES (ANGSTROEM)
C: -1.015 -0.852 1.939  -0.61
C: -0.766 -0.209 0.603  -0.03
C: 0.020 1.139 0.795  -0.59
S: -0.846 2.379 -0.106  0.57
N: 0.020 -1.027 -0.318  -0.72
H: -1.785 -0.313 2.493  0.23
H: -1.369 -1.863 1.764  0.25
H: -0.126 -0.953 2.561  0.24
H: -1.734 0.050 0.125  0.21
H: 1.034 1.031 0.449  0.27
H: -0.051 1.456 1.834  0.28
H: -0.150 2.349 -1.261  0.16
H: -0.626 -1.585 -0.871  0.38
H: 0.455 -0.439 -1.026  0.38
H: 2.108 -0.816 -3.618  0.49
H: 2.753 -0.275 -2.354  0.47
O: 2.077 -0.072 -3.009  -0.96

Charge   +1
Energy relative to the best compared isomer or geometry (same formula, charge and spin)   43.1 kJ/mol
Frontier orbital gap (spin up / spin down)   11.25 / 5.31 eV
HOMO energy (spin up / spin down)   -14.77 / -14.09 eV
2S+1   2
Expectation value of S²   0.7545
E_LUMO (spin up / spin down)   -3.5 / -8.8 eV